{"formula": "C3H3NS2", "method": "the ωB97M-V functional and the def2-TZVPD basis", "elements": ["C", "C", "C", "N", "S", "S", "H", "H", "H"], "coordinates": [[-2.15, 2.30, 0.18], [-1.59, -0.19, 0.03], [-0.12, 0.02, -0.09], [-1.92, 3.35, -0.22], [-2.86, -0.73, -1.03], [-2.78, -0.89, 1.10], [0.12, -0.46, 0.90], [0.25, 1.02, -0.38], [0.27, -0.74, -0.70]], "homo_energy_ev": [-9.48, -9.48], "gap_ha": [0.2762, 0.2761]}



{"formula": "C43H48N10O2P2S4SiY", "method": "the ωB97M-V functional and the def2-TZVPD basis", "elements": ["Y", "C", "N", "C", "C", "N", "C", "P", "C", "N", "C", "C", "N", "C", "C", "N", "C", "C", "N", "C", "H", "H", "H", "H", "H", "H", "H", "H", "H", "H", "H", "H", "H", "H", "H", "S", "C", "C", "C", "C", "N", "C", "C", "C", "S", "C", "N", "H", "H", "C", "C", "C", "O", "P", "S", "S", "O", "C", "C", "C", "H", "H", "H", "H", "H", "H", "H", "H", "H", "H", "H", "H", "H", "H", "N", "C", "C", "C", "N", "C", "C", "H", "H", "H", "H", "H", "H", "C", "C", "C", "C", "C", "C", "Si", "C", "C", "C", "C", "C", "C", "H", "H", "H", "H", "H", "H", "H", "H", "H", "H", "H"], "coordinates": [[1.39, 0.30, 0.66], [3.51, 5.45, 2.21], [3.51, 4.03, 2.04], [4.56, 3.16, 2.26], [4.11, 1.91, 1.97], [2.79, 1.97, 1.56], [2.44, 3.28, 1.59], [0.99, 4.04, 0.89], [-0.31, 2.93, 1.60], [-0.23, 1.62, 1.77], [-1.22, 1.26, 2.65], [-1.89, 2.37, 3.04], [-1.31, 3.42, 2.39], [-1.77, 4.80, 2.44], [1.07, 3.24, -0.82], [1.60, 2.02, -0.98], [2.21, 2.00, -2.21], [2.08, 3.21, -2.80], [1.37, 4.00, -1.92], [0.89, 5.34, -2.17], [4.38, 5.75, 2.79], [2.61, 5.76, 2.75], [3.53, 5.98, 1.25], [5.53, 3.50, 2.59], [4.64, 0.98, 2.01], [-1.37, 0.23, 2.95], [-2.73, 2.50, 3.70], [-2.50, 4.98, 1.65], [-0.93, 5.47, 2.31], [-2.23, 4.99, 3.40], [2.71, 1.12, -2.58], [2.41, 3.58, -3.76], [1.65, 5.90, -2.71], [0.71, 5.83, -1.22], [-0.03, 5.34, -2.76], [1.26, -1.05, -1.75], [2.23, -2.47, -1.44], [2.01, -3.61, -2.22], [2.82, -4.73, -2.12], [2.56, -5.87, -2.95], [2.32, -6.79, -3.61], [3.90, -4.71, -1.22], [4.10, -3.60, -0.42], [3.28, -2.47, -0.50], [3.64, -1.13, 0.57], [4.81, -5.82, -1.16], [5.56, -6.70, -1.13], [1.19, -3.62, -2.92], [4.91, -3.59, 0.30], [-2.79, -2.52, 3.92], [-1.42, -3.14, 4.08], [-1.28, -3.97, 5.34], [-0.46, -2.07, 4.12], [0.78, -2.09, 3.06], [2.03, -3.52, 3.44], [-0.08, -1.95, 1.26], [1.35, -0.58, 3.38], [1.30, 0.01, 4.72], [2.03, 1.33, 4.62], [1.91, -0.86, 5.80], [-3.57, -3.29, 3.89], [-2.83, -1.94, 2.99], [-3.00, -1.85, 4.76], [-1.22, -3.77, 3.21], [-1.48, -3.36, 6.22], [-0.27, -4.36, 5.41], [-1.99, -4.81, 5.32], [0.25, 0.20, 4.94], [3.09, 1.16, 4.39], [1.95, 1.87, 5.56], [1.61, 1.95, 3.82], [2.93, -1.14, 5.54], [1.34, -1.78, 5.96], [1.92, -0.29, 6.74], [-4.11, 3.17, -0.31], [-3.31, 2.08, -0.75], [-2.33, 2.24, -1.76], [-1.59, 1.19, -2.19], [-1.74, -0.11, -1.67], [-2.66, -0.24, -0.60], [-3.42, 0.79, -0.17], [-4.34, 3.81, -1.06], [-4.95, 2.88, 0.17], [-2.15, 3.22, -2.20], [-0.84, 1.31, -2.97], [-2.72, -1.22, -0.15], [-4.11, 0.61, 0.65], [0.60, -1.61, -6.89], [-0.11, -2.69, -6.38], [-0.68, -2.60, -5.11], [-0.51, -1.46, -4.31], [0.23, -0.40, -4.84], [0.77, -0.47, -6.12], [-1.31, -1.59, -2.60], [-3.11, -1.98, -3.18], [-3.95, -2.83, -2.46], [-5.30, -2.98, -2.77], [-5.85, -2.25, -3.82], [-5.03, -1.40, -4.56], [-3.69, -1.27, -4.25], [1.04, -1.67, -7.88], [-0.24, -3.59, -6.97], [-1.27, -3.43, -4.73], [0.44, 0.48, -4.25], [1.34, 0.37, -6.50], [-1.07, -2.75, -1.72], [-3.53, -3.41, -1.64], [-5.92, -3.66, -2.20], [-6.90, -2.35, -4.06], [-5.45, -0.84, -5.39], [-3.07, -0.61, -4.85]], "homo_energy_ev": [-2.65, -2.78], "charge": -1, "gap_ha": [0.1690, 0.1715]}



{"formula": "CH2NO3P", "method": "the ωB97M-V functional and the def2-TZVPD basis", "elements": ["C", "N", "O", "O", "O", "P", "H", "H"], "coordinates": [[0.21, -1.29, -0.47], [0.05, -2.41, -0.63], [0.73, 0.77, -1.90], [-0.89, 1.08, -0.04], [1.54, 0.64, 0.61], [0.52, 0.51, -0.46], [-1.20, -0.03, 2.05], [-0.96, 0.73, 0.83]], "homo_energy_ev": 1.47, "charge": -2, "gap_ha": 0.2160}



Across the entries above, E_tot takes the values -967.06290 -4969.03678 -661.14730 hartree, respectively.
Across the entries above, ΔE to the lowest compared entry with this formula, charge and spin takes the values 401.90 36.55 94.92 kJ/mol, respectively.